[1]
Here is a structure of composition C8H32O8 from the OMol25 dataset. Energies are from ωB97M-V/def2-TZVPD.

Each line ends with the natural charge from an NBO analysis.
Geometry (Å):
C -3.494 18.317 -15.594  -0.310
O -2.851 18.360 -16.900  -0.688
H -3.800 17.310 -15.309  0.231
H -2.720 18.537 -14.858  0.196
H -4.336 19.009 -15.622  0.197
H -3.254 19.049 -17.433  0.469
C -0.557 18.428 -15.786  -0.240
O -0.938 17.591 -16.846  -0.777
H -0.637 19.481 -16.055  0.135
H -1.223 18.220 -14.948  0.132
H 0.454 18.233 -15.428  0.182
H -1.847 17.851 -17.013  0.436
C -2.126 15.109 -21.373  -0.267
O -2.868 14.079 -20.796  -0.763
H -2.615 15.714 -22.137  0.109
H -1.939 15.794 -20.547  0.172
H -1.183 14.722 -21.758  0.188
H -3.697 14.460 -20.498  0.448
C -2.137 18.005 -21.917  -0.267
O -2.348 17.802 -20.503  -0.729
H -1.115 18.117 -22.279  0.210
H -2.565 17.191 -22.502  0.182
H -2.677 18.927 -22.129  0.165
H -3.253 17.519 -20.355  0.456
C -3.454 19.360 -19.024  -0.326
O -3.319 20.023 -17.800  -0.691
H -4.016 18.447 -18.828  0.191
H -4.111 19.923 -19.687  0.186
H -2.515 19.108 -19.516  0.262
H -2.928 20.895 -17.889  0.524
C -2.742 16.431 -18.479  -0.279
O -3.177 16.342 -17.174  -0.676
H -1.678 16.636 -18.594  0.229
H -2.863 15.452 -18.943  0.224
H -3.301 17.172 -19.051  0.086
H -3.103 17.235 -16.830  0.465
C -4.982 15.788 -15.197  -0.272
O -4.840 15.666 -16.614  -0.812
H -5.560 14.954 -14.797  0.173
H -3.989 15.741 -14.750  0.145
H -5.454 16.701 -14.835  0.142
H -3.916 15.749 -16.861  0.442
C -5.015 14.982 -19.454  -0.302
O -4.217 15.353 -20.500  -0.688
H -4.917 15.707 -18.646  0.222
H -6.067 14.960 -19.739  0.176
H -4.773 14.001 -19.044  0.224
H -4.322 16.267 -20.776  0.486

As for the HOMO energy: -7.92 eV. The calculation puts the LUMO energy at -0.14 eV. The calculated total energy is -925.105663 a.u.



[2]
Here is a cluster of 8 separate species, C8H34N2O8 in total from the OMol25 dataset. Energies are from ωB97M-V/def2-TZVPD.

Each line ends with the natural charge from an NBO analysis.
Geometry (Å):
C 0.268 -6.509 -2.472  -0.248
O 0.120 -5.598 -3.567  -0.564
C -0.386 -4.302 -3.174  -0.071
C 0.576 -3.101 -3.488  -0.064
C 1.925 -3.171 -2.696  -0.625
N -0.124 -1.932 -2.992  -0.826
H -0.722 -6.811 -2.129  0.165
H 0.859 -6.011 -1.704  0.169
H 0.727 -7.409 -2.883  0.193
H -1.375 -4.396 -3.620  0.203
H -0.603 -4.352 -2.107  0.156
H 0.816 -3.047 -4.550  0.197
H 2.566 -4.009 -2.973  0.212
H 1.714 -3.264 -1.630  0.195
H 2.476 -2.239 -2.818  0.206
H -0.482 -2.023 -2.052  0.351
H 0.553 -1.201 -2.824  0.351
C -4.471 -0.441 0.946  -0.241
O -3.983 0.545 0.116  -0.543
C -4.946 1.516 -0.266  -0.057
C -4.288 2.741 -0.938  -0.076
C -3.290 3.381 -0.062  -0.638
N -5.243 3.797 -1.253  -0.831
H -5.274 -1.012 0.480  0.159
H -4.888 -0.111 1.898  0.159
H -3.679 -1.138 1.221  0.188
H -5.623 1.093 -1.008  0.166
H -5.580 1.709 0.600  0.167
H -3.964 2.372 -1.910  0.187
H -2.686 2.604 0.407  0.224
H -3.652 3.868 0.844  0.208
H -2.604 4.103 -0.505  0.213
H -5.093 4.714 -0.855  0.361
H -4.977 3.925 -2.219  0.352
O 2.080 3.505 7.063  -0.940
H 2.965 3.813 7.262  0.467
H 2.212 2.660 6.633  0.472
O 1.687 5.614 2.478  -0.943
H 1.322 6.496 2.547  0.469
H 1.675 5.279 3.375  0.475
O 2.431 0.424 3.312  -0.944
H 2.908 -0.357 3.031  0.470
H 1.985 0.730 2.522  0.474
O 6.503 -2.512 2.296  -0.939
H 7.342 -2.448 2.751  0.470
H 6.245 -3.428 2.395  0.469
O 6.455 2.318 2.512  -0.938
H 5.775 1.729 2.841  0.471
H 6.874 1.829 1.803  0.467
O 2.209 2.971 -0.870  -0.944
H 2.558 3.476 -1.604  0.467
H 2.108 3.610 -0.165  0.477

As for the HOMO energy: -9.20 eV. The calculation puts the LUMO energy at 0.21 eV. The calculated total energy is -1036.513055 a.u. Its SMILES is COC[C@H](C)N.COC[C@H](C)N.O.O.O.O.O.O.



[3]
Here is a structure of composition C8H36B4O4Pb from the OMol25 dataset. Energies are from ωB97M-V/def2-TZVPD.

Each line ends with the natural charge from an NBO analysis.
Geometry (Å):
Pb 0.098 0.468 0.133  1.493
B -1.852 0.564 -2.014  -0.825
H -2.270 0.818 -1.052  -0.013
H -1.334 1.415 -2.428  0.048
H -1.122 -0.214 -1.856  -0.088
H -2.495 0.218 -2.809  -0.019
B -0.652 2.227 2.164  -0.818
H -0.435 2.510 1.145  0.025
H -0.181 1.281 2.383  -0.092
H -0.288 3.004 2.817  -0.009
H -1.712 2.283 2.355  0.004
B 1.512 2.375 -1.345  -0.818
H 1.156 1.396 -1.626  -0.062
H 2.498 2.511 -1.763  -0.035
H 0.776 3.036 -1.774  0.053
H 1.519 2.513 -0.275  -0.016
B -1.999 3.425 -0.928  -0.753
H -2.300 3.134 -1.923  -0.036
H -1.159 2.887 -0.516  -0.058
H -1.743 4.467 -1.045  -0.055
H -2.839 3.284 -0.265  -0.059
C -3.261 -0.475 1.250  -0.241
O -1.801 -0.521 1.332  -0.564
C -1.187 -1.705 1.859  -0.080
C -1.204 -2.812 0.827  -0.086
O -0.670 -2.111 -0.343  -0.534
C -0.521 -2.941 -1.455  -0.232
H -3.801 -1.323 0.828  0.154
H -3.561 0.466 0.789  0.269
H -3.513 -0.510 2.310  0.153
H -1.695 -2.084 2.745  0.166
H -0.172 -1.438 2.153  0.211
H -2.170 -3.274 0.624  0.175
H -0.600 -3.603 1.271  0.155
H 0.427 -3.474 -1.374  0.134
H -0.350 -2.525 -2.448  0.220
H -1.339 -3.655 -1.549  0.160
C 2.487 0.412 2.691  -0.262
O 2.082 -0.156 1.493  -0.578
C 3.119 -0.869 0.729  -0.078
C 2.646 -1.737 -0.449  -0.084
O 1.754 -0.892 -1.198  -0.547
C 1.842 -1.017 -2.551  -0.265
H 1.730 1.119 3.030  0.265
H 3.392 0.995 2.521  0.161
H 2.705 -0.243 3.533  0.144
H 3.681 -1.430 1.475  0.165
H 3.721 -0.016 0.414  0.207
H 2.154 -2.649 -0.109  0.174
H 3.479 -2.180 -0.995  0.188
H 1.002 -0.388 -2.847  0.267
H 1.680 -1.995 -3.004  0.143
H 2.763 -0.571 -2.928  0.172

As for the charge: -2. As for the HOMO energy: 0.24 eV. The calculation puts the LUMO energy at 4.28 eV. The calculated total energy is -918.991892 a.u.



[4]
Here is a cluster of 10 separate species, C8H36N12O11 in total from the OMol25 dataset. Energies are from ωB97M-V/def2-TZVPD.

Each line ends with the natural charge from an NBO analysis.
Geometry (Å):
N -2.673 4.032 -3.276  -0.830
C -2.977 5.294 -3.287  0.747
N -4.148 5.517 -2.710  -0.842
O -2.377 6.168 -3.842  -0.670
H -1.777 3.823 -3.693  0.419
H -3.237 3.476 -2.649  0.388
H -4.502 6.462 -2.712  0.409
H -4.473 4.781 -2.100  0.378
N 4.458 -5.313 -0.199  -0.801
C 4.567 -4.119 0.157  0.724
N 5.024 -4.019 1.318  -0.785
O 4.137 -3.167 -0.494  -0.712
H 3.742 -5.496 -0.886  0.410
H 4.888 -6.081 0.298  0.383
H 5.166 -4.908 1.776  0.369
H 5.254 -3.202 1.866  0.412
N -1.801 -7.229 4.171  -0.839
C -0.854 -6.556 4.760  0.746
N -1.284 -5.460 5.323  -0.835
O 0.294 -6.831 4.697  -0.670
H -2.743 -6.993 4.451  0.392
H -1.457 -8.018 3.643  0.414
H -0.579 -4.815 5.648  0.403
H -2.200 -5.083 5.126  0.388
N -0.765 -2.667 0.796  -0.827
C -1.158 -1.530 0.296  0.748
N -0.236 -0.988 -0.452  -0.823
O -2.338 -1.163 0.410  -0.709
H 0.157 -3.031 0.606  0.388
H -1.480 -3.218 1.250  0.409
H -0.514 -0.213 -1.037  0.416
H 0.714 -1.290 -0.289  0.397
N -7.730 -3.941 4.372  -0.840
C -6.643 -3.266 4.108  0.749
N -6.716 -2.544 3.025  -0.835
O -5.688 -3.274 4.813  -0.682
H -7.432 -4.655 5.021  0.410
H -8.526 -3.968 3.751  0.391
H -5.839 -2.068 2.867  0.417
H -7.564 -2.473 2.480  0.390
N 2.545 1.978 -7.516  -0.810
C 2.778 1.863 -6.250  0.736
N 4.011 1.916 -6.052  -0.799
O 1.903 1.814 -5.365  -0.701
H 1.655 2.003 -7.992  0.410
H 3.364 1.802 -8.079  0.362
H 4.702 1.959 -6.787  0.385
H 4.271 1.888 -5.076  0.417
O 3.709 8.078 0.220  -0.727
C 4.428 6.854 0.289  -0.074
C 3.942 5.910 -0.826  -0.093
O 2.515 5.814 -0.739  -0.746
H 2.775 7.871 0.142  0.478
H 5.476 7.152 0.243  0.185
H 4.185 6.337 1.217  0.151
H 4.409 4.993 -0.467  0.162
H 4.361 6.273 -1.764  0.173
H 2.163 4.939 -0.922  0.489
O -0.642 0.864 4.396  -0.936
H -0.940 0.736 5.297  0.466
H -0.962 0.095 3.926  0.470
O -5.789 1.914 -0.744  -0.945
H -6.180 1.384 -1.439  0.469
H -5.343 1.280 -0.182  0.477
O 6.046 0.819 -2.027  -0.942
H 6.441 1.317 -1.311  0.466
H 5.487 0.175 -1.593  0.477

As for the HOMO energy: -9.29 eV. The calculation puts the LUMO energy at 0.07 eV. The calculated total energy is -1811.180270 a.u. Its SMILES is NC(N)=O.NC(N)=O.NC(N)=O.NC(N)=O.NC(N)=O.NC(N)=O.OCCO.O.O.O.